DFT (wB97M-V/def2-TZVPD) results for a cluster of 8 separate species, C19H55NO8PS7 in total at a distorted geometry.

Last column: Löwdin charge in e.
Geometry (Å):
C: -3.6465 0.2976 -8.9757  -0.13
C: -2.9729 -0.8451 -9.4129  -0.37
P: -3.1359 -2.5875 -8.6253  0.36
N: -2.0085 -2.2392 -7.1874  -0.26
C: -0.7550 -1.5931 -7.6014  -0.18
C: -1.5975 -3.5095 -6.6791  -0.64
C: -1.9500 -3.9097 -5.2477  -0.02
O: -0.9397 -4.2758 -7.3128  0.03
H: -3.2368 0.9471 -8.1959  -0.01
H: -4.5951 0.6077 -9.4344  0.01
H: -2.2912 -0.7658 -10.2813  0.04
H: -2.0543 -3.1038 -9.4527  -0.03
H: -3.4678 -3.9237 -8.1100  -0.05
H: -4.2591 -2.0741 -7.8514  -0.04
H: -4.0436 -2.8520 -9.7544  -0.04
H: 0.0030 -1.8087 -6.8260  0.07
H: -0.8292 -0.5027 -7.6450  0.04
H: -0.3385 -2.0254 -8.5264  0.07
H: -1.3189 -4.7557 -4.9654  0.06
H: -1.6448 -3.0780 -4.5947  0.05
H: -3.0115 -4.1284 -5.1184  0.08
C: -0.1183 1.7501 -5.6502  -0.26
S: -1.8866 1.4472 -5.5486  0.81
O: -2.5376 2.2556 -6.6123  -0.55
C: -2.1301 2.3022 -3.9852  -0.28
H: 0.2420 1.3244 -6.5856  0.04
H: 0.0749 2.8243 -5.6379  0.05
H: 0.3825 1.2672 -4.8104  0.03
H: -1.8057 3.3412 -4.0730  0.05
H: -1.5601 1.7932 -3.2068  0.02
H: -3.1904 2.2738 -3.7387  0.05
C: 1.9641 2.5075 -0.2319  -0.26
S: 0.7189 2.7246 -1.5022  0.82
O: 0.8930 1.6156 -2.4854  -0.56
C: 1.4369 4.2032 -2.2300  -0.26
H: 1.7231 1.6033 0.3260  0.02
H: 2.9479 2.4043 -0.6930  0.06
H: 1.9493 3.3643 0.4430  0.05
H: 2.4551 3.9948 -2.5611  0.06
H: 1.4329 5.0050 -1.4894  0.03
H: 0.8272 4.4927 -3.0853  0.04
C: 2.7826 0.0052 3.0390  -0.27
S: 1.0085 -0.2634 3.1643  0.82
O: 0.3590 0.5838 2.1257  -0.56
C: 0.8016 0.5662 4.7431  -0.28
H: 3.1220 -0.4091 2.0906  0.05
H: 2.9981 1.0743 3.0696  0.05
H: 3.2859 -0.5061 3.8598  0.05
H: 1.1429 1.6001 4.6651  0.06
H: 1.3664 0.0380 5.5114  0.01
H: -0.2559 0.5517 5.0012  0.05
C: 0.9764 -4.1733 -3.1722  -0.26
S: 1.7659 -2.6110 -2.7575  0.80
O: 2.5848 -2.8389 -1.5310  -0.58
C: 0.2653 -1.7669 -2.2489  -0.26
H: 1.7499 -4.8732 -3.4833  0.05
H: 0.4563 -4.5679 -2.2986  0.06
H: 0.2750 -4.0200 -3.9933  0.01
H: -0.2094 -2.3150 -1.4337  0.06
H: -0.4144 -1.6897 -3.0990  0.04
H: 0.5328 -0.7668 -1.9101  0.02
C: 0.6905 8.7880 1.3035  -0.28
S: -0.2950 7.3699 0.7976  0.81
O: 0.6379 6.2269 0.6187  -0.56
C: -0.6974 7.9911 -0.8417  -0.27
H: 1.0805 8.5913 2.3004  0.05
H: 1.5190 8.9302 0.6090  0.06
H: 0.0609 9.6778 1.3290  0.05
H: 0.2197 8.1839 -1.3995  0.06
H: -1.2840 8.9055 -0.7500  0.05
H: -1.2852 7.2336 -1.3571  0.05
C: 0.9149 -1.6495 10.0082  -0.29
S: 0.2278 -0.7451 8.6181  0.82
O: 1.2259 -0.8056 7.5127  -0.56
C: 0.3560 0.8878 9.3632  -0.27
H: 0.9637 -2.7009 9.7420  0.03
H: 1.9180 -1.2833 10.2292  0.06
H: 0.2703 -1.5303 10.8773  0.05
H: 1.3945 1.0939 9.6240  0.06
H: -0.2734 0.9308 10.2522  0.05
H: 0.0096 1.6221 8.6379  0.05
C: -0.0366 -6.1721 11.2626  -0.27
S: 0.8985 -5.2078 12.4587  0.82
O: 0.7878 -3.7790 12.0563  -0.56
C: 2.5223 -5.7827 11.9407  -0.27
H: -1.0912 -5.9323 11.3839  0.05
H: 0.2814 -5.9176 10.2511  0.06
H: 0.1181 -7.2345 11.4516  0.05
H: 2.6772 -5.5527 10.8861  0.06
H: 2.5974 -6.8572 12.1086  0.05
H: 3.2718 -5.2690 12.5397  0.05

HOMO ... -2.2 eV
Spin multiplicity ... 1
Gap between HOMO and LUMO ... 3.34 eV
Net charge ... -1